{
  "formula": "C13H23F5LaNO2P2",
  "method": "ωB97M-V/def2-TZVPD",
  "e_homo_ev": -14.79,
  "total_charge": 2,
  "energy_ev": -52446.1796,
  "e_above_lowest_kj_mol": 0.00,
  "symbols": ["La", "P", "C", "C", "N", "C", "C", "C", "C", "C", "P", "H", "H", "H", "H", "H", "H", "H", "H", "O", "H", "H", "O", "H", "C", "H", "H", "H", "C", "H", "H", "H", "C", "H", "H", "H", "C", "H", "H", "H", "F", "C", "F", "C", "F", "F", "F"],
  "positions_angstrom": [[0.01, 0.08, 0.10], [2.21, -1.10, 0.29], [2.33, -1.50, -1.53], [1.06, -1.80, -2.29], [-0.08, -1.26, -1.82], [-1.28, -1.45, -2.42], [-1.34, -2.23, -3.57], [-0.18, -2.79, -4.08], [1.04, -2.57, -3.44], [-2.49, -0.84, -1.77], [-2.25, 0.72, -0.75], [1.96, -2.99, -3.82], [-2.30, -2.39, -4.05], [-0.21, -3.39, -4.99], [-3.23, -0.55, -2.53], [-2.97, -1.60, -1.13], [2.83, -0.63, -2.03], [3.04, -2.34, -1.59], [1.79, 3.82, -2.43], [2.57, 3.69, -2.99], [2.36, 4.02, -3.87], [-1.54, 4.89, -0.35], [-1.18, 5.66, -0.81], [-1.61, 6.44, -0.42], [-2.31, 2.04, -1.94], [-3.29, 2.00, -2.42], [-2.20, 3.02, -1.45], [-1.53, 1.98, -2.73], [-3.64, 0.83, 0.32], [-3.59, 1.74, 0.93], [-4.53, 0.87, -0.31], [-3.73, -0.02, 1.01], [2.12, -2.69, 1.09], [3.04, -3.22, 0.84], [2.07, -2.58, 2.19], [1.26, -3.31, 0.78], [3.69, -0.26, 0.72], [3.72, -0.02, 1.79], [4.52, -0.94, 0.49], [3.84, 0.67, 0.15], [-0.54, -2.22, 2.51], [-0.79, -0.86, 2.39], [-2.15, -0.69, 2.57], [-0.06, -0.11, 3.47], [-0.42, -0.51, 4.69], [1.30, -0.29, 3.35], [-0.31, 1.24, 3.35]]
}

=====

{
  "formula": "C13H23IN13S4V",
  "method": "ωB97M-V/def2-TZVPD",
  "e_homo_ev": [-9.38, -8.86],
  "total_charge": 1,
  "energy_ev": -110351.9763,
  "multiplicity": 2,
  "e_above_lowest_kj_mol": 41.76,
  "symbols": ["V", "N", "C", "N", "C", "C", "S", "C", "C", "S", "C", "N", "N", "H", "H", "H", "H", "H", "H", "C", "C", "N", "N", "C", "S", "N", "N", "H", "H", "H", "H", "H", "H", "N", "N", "H", "H", "H", "H", "I", "C", "C", "C", "N", "N", "C", "N", "S", "H", "H", "H", "H", "H", "H", "H"],
  "positions_angstrom": [[0.55, -0.20, -0.18], [3.23, 1.87, -1.28], [3.50, 0.79, -0.50], [2.62, -0.12, -0.17], [3.23, -1.16, 0.54], [4.53, -0.99, 0.81], [5.08, 0.50, 0.13], [2.40, -2.34, 0.74], [2.73, -3.55, 1.20], [1.44, -4.65, 0.94], [0.51, -3.39, 0.24], [1.09, -2.22, 0.24], [-0.75, -3.59, -0.31], [2.41, 1.79, -1.86], [4.01, 2.36, -1.68], [5.21, -1.64, 1.34], [3.66, -3.88, 1.65], [-1.03, -4.56, -0.34], [-0.80, -3.17, -1.24], [-4.60, -2.14, -0.66], [-4.46, -0.80, -0.04], [-5.43, -0.04, 0.34], [-4.77, 1.07, 0.84], [-3.44, 1.02, 0.82], [-2.35, 2.16, 1.40], [-3.24, -0.20, 0.24], [-1.99, -0.73, -0.08], [-5.66, -2.39, -0.71], [-4.08, -2.90, -0.08], [-4.19, -2.14, -1.68], [-5.31, 1.84, 1.20], [-1.88, -0.77, -1.09], [-1.95, -1.68, 0.27], [1.30, 0.03, 2.80], [0.12, -0.02, 1.96], [1.02, 0.21, 3.75], [1.81, 0.84, 2.48], [-0.48, 0.79, 2.09], [-0.41, -0.82, 2.27], [0.30, -0.75, -2.83], [2.96, 4.96, 1.49], [1.54, 4.54, 1.90], [0.88, 3.70, 0.85], [0.98, 2.43, 0.77], [0.32, 1.87, -0.32], [-0.29, 2.77, -1.05], [-1.00, 2.50, -2.15], [-0.06, 4.38, -0.45], [3.43, 5.55, 2.27], [2.94, 5.55, 0.57], [3.57, 4.07, 1.31], [0.93, 5.43, 2.10], [1.57, 3.96, 2.82], [-0.98, 1.55, -2.52], [-1.49, 3.22, -2.65]]
}

=====

{
  "formula": "C13H23N2",
  "method": "ωB97M-V/def2-TZVPD",
  "e_homo_ev": -13.75,
  "total_charge": 1,
  "energy_ev": -16824.5280,
  "smiles": "CC(C)C1=CC=N[N@@+]1(C)C1CCCCC1",
  "e_above_lowest_kj_mol": 285.28,
  "symbols": ["C", "C", "C", "C", "C", "C", "C", "C", "C", "C", "C", "C", "C", "N", "N", "H", "H", "H", "H", "H", "H", "H", "H", "H", "H", "H", "H", "H", "H", "H", "H", "H", "H", "H", "H", "H", "H", "H"],
  "positions_angstrom": [[1.83, -1.12, 1.63], [0.94, -2.28, 1.61], [1.66, -0.45, 0.47], [-3.63, 0.29, 0.47], [-3.24, -0.35, -0.83], [-2.47, 1.07, 1.05], [-2.00, -1.21, -0.69], [-1.09, 0.37, 1.08], [-0.89, -0.28, -0.23], [2.26, 1.97, 0.65], [3.76, 0.51, -0.74], [0.69, -1.60, -1.60], [2.29, 0.75, -0.22], [0.23, -2.30, 0.56], [0.54, -1.15, -0.25], [2.64, -0.96, 2.47], [0.70, -2.97, 2.32], [-4.53, 0.98, 0.39], [-3.87, -0.47, 1.29], [-4.00, -0.95, -1.31], [-3.10, 0.60, -1.55], [-2.49, 1.93, 0.22], [-2.71, 1.48, 2.09], [-2.07, -2.00, 0.09], [-1.90, -1.76, -1.62], [-0.32, 1.07, 1.48], [-0.99, -0.43, 1.97], [-0.51, 0.38, -1.06], [1.83, 1.74, 1.67], [1.53, 2.64, 0.19], [3.18, 2.58, 0.77], [4.33, 0.24, 0.20], [4.04, 1.41, -1.28], [3.88, -0.43, -1.36], [1.19, -2.57, -1.70], [-0.31, -1.61, -2.22], [1.37, -0.81, -2.02], [1.64, 0.97, -1.18]]
}

=====

{
  "formula": "C13H23N2O2PPd",
  "method": "ωB97M-V/def2-TZVPD",
  "e_homo_ev": [-14.45, -15.90],
  "total_charge": 2,
  "energy_ev": -33671.3800,
  "multiplicity": 5,
  "e_above_lowest_kj_mol": 106.05,
  "symbols": ["C", "C", "C", "C", "C", "C", "C", "C", "N", "Pd", "C", "P", "H", "H", "H", "H", "H", "H", "H", "H", "C", "C", "H", "C", "C", "H", "H", "H", "H", "H", "H", "H", "H", "H", "H", "H", "H", "H", "H", "O", "N", "O"],
  "positions_angstrom": [[0.41, 3.22, -1.87], [-0.87, 2.88, -1.41], [-1.04, 1.79, -0.55], [0.07, 1.09, -0.11], [1.36, 1.44, -0.51], [1.52, 2.50, -1.42], [-2.46, 1.49, -0.10], [-2.94, 0.04, 0.03], [-1.86, -0.91, -0.28], [-0.23, -0.35, 1.33], [2.58, 0.72, 0.03], [2.06, -0.87, 0.70], [-1.75, 3.44, -1.73], [2.52, 2.76, -1.77], [0.51, 4.05, -2.56], [3.07, 1.27, 0.85], [3.33, 0.54, -0.76], [-2.69, 1.95, 0.87], [-3.11, 1.99, -0.83], [-3.32, -0.18, 1.04], [3.16, -1.28, 2.04], [2.25, -2.03, -0.67], [-3.80, -0.11, -0.67], [-1.57, -0.85, -1.73], [-2.26, -2.31, 0.05], [0.51, -1.87, 1.51], [-2.18, -1.63, -2.23], [-1.88, 0.11, -2.15], [-0.52, -1.04, -1.97], [-3.03, -2.70, -0.66], [-1.36, -2.95, -0.04], [-2.62, -2.35, 1.10], [3.32, -2.23, -0.81], [1.73, -2.96, -0.42], [1.83, -1.61, -1.59], [4.19, -1.36, 1.67], [3.09, -0.52, 2.82], [2.85, -2.25, 2.46], [0.07, -1.66, 0.40], [-1.30, 0.51, 3.08], [-0.36, 1.14, 3.70], [0.75, 1.12, 3.12]]
}

=====

{
  "formula": "C13H23N3OS",
  "method": "ωB97M-V/def2-TZVPD",
  "e_homo_ev": -8.20,
  "energy_ev": -31193.7289,
  "e_above_lowest_kj_mol": 1356.42,
  "symbols": ["C", "H", "C", "C", "C", "C", "C", "C", "H", "C", "C", "N", "C", "N", "N", "H", "S", "C", "C", "O", "C", "H", "H", "H", "H", "H", "H", "H", "H", "H", "H", "H", "H", "H", "H", "H", "H", "H", "H", "H", "H"],
  "positions_angstrom": [[-3.55, -2.76, 0.37], [-3.54, -3.26, -0.69], [-4.54, -1.63, 0.44], [-4.71, -0.74, -0.70], [-3.48, -0.03, -1.01], [-3.28, 0.96, 0.39], [-2.16, 1.90, 0.25], [-0.74, 1.35, -0.11], [-0.59, 0.80, 0.84], [0.46, 2.28, -0.21], [1.66, 1.83, -0.31], [1.87, 0.69, -1.20], [3.30, 0.14, -0.97], [3.86, 1.22, 0.06], [2.83, 1.95, 0.23], [2.93, 2.67, 1.14], [4.17, -1.14, -1.56], [5.75, -0.70, -0.85], [5.99, -0.64, 0.52], [6.59, 0.02, 1.31], [5.01, -1.83, 1.12], [5.30, -1.95, 2.37], [5.05, -2.62, 0.66], [3.96, -1.43, 1.46], [6.43, -1.24, -1.62], [6.20, 0.36, -1.27], [0.48, 2.86, 0.62], [0.27, 3.05, -1.16], [-0.77, 0.58, -0.70], [-2.01, 2.72, 0.97], [-2.24, 2.68, -0.89], [-4.15, 1.60, 0.44], [-2.95, 0.49, 1.24], [-3.67, 0.64, -1.76], [-2.69, -0.57, -1.04], [-5.58, 0.16, -0.47], [-4.93, -1.24, -1.78], [-4.55, -1.18, 1.68], [-5.68, -2.19, 0.54], [-2.73, -2.18, 0.43], [-3.59, -3.60, 1.22]]
}

=====

{
  "formula": "C13H23N3OS2",
  "method": "ωB97M-V/def2-TZVPD",
  "e_homo_ev": -8.20,
  "energy_ev": -42043.8723,
  "e_above_lowest_kj_mol": 4.71,
  "symbols": ["C", "C", "C", "C", "C", "C", "H", "H", "S", "C", "N", "S", "C", "N", "N", "C", "O", "C", "H", "H", "C", "C", "H", "H", "H", "C", "H", "H", "H", "H", "H", "H", "H", "H", "H", "H", "H", "H", "H", "H", "H", "H"],
  "positions_angstrom": [[6.74, 2.49, -0.56], [6.52, 1.24, 0.27], [5.34, 0.42, -0.24], [5.10, -0.83, 0.60], [4.00, -1.74, 0.05], [2.64, -1.07, 0.09], [2.56, -0.24, -0.61], [2.40, -0.71, 1.09], [1.33, -2.26, -0.37], [-0.01, -1.17, -0.42], [0.11, 0.11, -0.18], [-1.35, 0.85, -0.31], [-2.08, -0.68, -0.69], [-1.24, -1.67, -0.70], [-3.42, -0.78, -0.92], [-4.20, 0.35, -0.85], [-3.69, 1.42, -0.61], [-5.67, 0.13, -1.08], [-6.07, 0.99, -1.61], [-5.83, -0.77, -1.68], [-6.43, 0.00, 0.26], [-6.39, 1.31, 1.04], [-6.92, 1.20, 1.99], [-6.86, 2.10, 0.47], [-5.37, 1.60, 1.25], [-5.88, -1.15, 1.11], [-4.86, -0.94, 1.43], [-5.88, -2.09, 0.55], [-6.49, -1.29, 1.99], [-7.47, -0.23, 0.01], [-3.80, -1.70, -1.11], [4.23, -2.02, -0.97], [3.96, -2.65, 0.65], [4.85, -0.54, 1.62], [6.03, -1.41, 0.65], [5.53, 0.12, -1.28], [4.44, 1.04, -0.23], [7.42, 0.62, 0.25], [6.34, 1.51, 1.31], [7.58, 3.06, -0.17], [6.94, 2.24, -1.59], [5.86, 3.13, -0.53]]
}

=====

{
  "formula": "C13H24BFN2O4",
  "method": "ωB97M-V/def2-TZVPD",
  "e_homo_ev": -8.06,
  "energy_ev": -28436.0293,
  "smiles": "CN[C@@H]1C[C@@H]2C[C@@](N)(C(=O)O)[C@@H](CCCB(O)O)[C@@H]2[C@H]1F",
  "e_above_lowest_kj_mol": 127.88,
  "symbols": ["O", "F", "O", "O", "O", "B", "C", "N", "N", "C", "C", "C", "C", "C", "C", "C", "C", "C", "C", "C", "C", "H", "H", "H", "H", "H", "H", "H", "H", "H", "H", "H", "H", "H", "H", "H", "H", "H", "H", "H", "H", "H", "H", "H", "H"],
  "positions_angstrom": [[2.49, -1.28, -1.75], [-3.08, 1.18, 1.47], [2.34, 4.39, -1.19], [2.12, 4.32, 1.29], [0.96, -0.95, -3.37], [2.45, 3.71, 0.07], [1.32, -1.26, -2.07], [0.72, -2.14, 0.07], [-1.38, -1.99, 2.18], [-1.01, -1.83, 3.58], [2.77, 2.02, 0.08], [2.18, 1.33, -1.13], [0.70, 1.16, -1.26], [-1.13, -1.73, -1.59], [-2.90, -1.74, 0.28], [-2.23, -0.98, -0.82], [-2.02, 0.32, 1.30], [0.05, 0.13, -0.42], [-1.55, 0.31, -0.20], [0.25, -1.29, -1.03], [-2.44, -1.15, 1.63], [2.03, 5.26, -1.45], [2.03, 5.26, 1.04], [1.81, -1.01, -3.94], [0.92, -3.11, -0.21], [1.63, -1.83, 0.36], [-0.59, -2.00, 1.55], [-0.78, -0.80, 3.72], [-0.08, -2.34, 3.76], [-1.75, -2.14, 4.31], [3.80, 2.01, 0.29], [2.32, 1.63, 0.97], [2.60, 1.85, -1.98], [2.68, 0.32, -1.11], [0.22, 2.10, -1.05], [0.39, 1.06, -2.35], [-1.07, -1.60, -2.63], [-1.30, -2.85, -1.41], [-2.70, -2.86, 0.23], [-4.00, -1.65, 0.29], [-2.88, -0.59, -1.60], [-1.19, 0.67, 1.93], [0.56, 0.14, 0.56], [-1.96, 1.19, -0.70], [-3.30, -1.22, 2.32]]
}

=====

{
  "formula": "C13H24BNO12P2",
  "method": "ωB97M-V/def2-TZVPD",
  "e_homo_ev": -9.02,
  "energy_ev": -59192.4251,
  "e_above_lowest_kj_mol": 0.00,
  "symbols": ["C", "C", "C", "C", "O", "P", "C", "N", "C", "C", "C", "C", "P", "O", "O", "O", "H", "H", "H", "H", "H", "H", "H", "H", "H", "H", "H", "H", "H", "H", "H", "H", "H", "H", "H", "H", "H", "H", "H", "H", "B", "O", "C", "O", "C", "O", "O", "O", "C", "O", "C", "O", "O"],
  "positions_angstrom": [[5.56, -0.97, 0.88], [4.87, -2.07, 0.06], [3.75, -2.78, 0.79], [2.47, -1.96, 1.02], [2.59, -0.64, 0.40], [1.35, 0.28, 0.07], [1.05, 0.09, -1.69], [0.93, -1.31, -2.06], [1.79, 2.00, 0.35], [3.04, 2.25, 1.22], [4.24, 2.81, 0.44], [-0.04, -0.09, 1.14], [-1.67, 0.25, 0.38], [-1.72, 1.69, 0.17], [-1.78, -0.64, -0.91], [-2.66, -0.39, 1.43], [6.65, -1.07, 0.86], [5.30, 0.02, 0.53], [5.26, -1.02, 1.93], [5.60, -2.82, -0.23], [4.50, -1.65, -0.88], [3.47, -3.68, 0.24], [4.11, -3.13, 1.76], [2.27, -1.80, 2.08], [1.61, -2.47, 0.59], [0.16, 0.67, -1.95], [1.92, 0.58, -2.15], [0.90, -1.44, -3.06], [1.67, -1.87, -1.68], [0.90, 2.45, 0.79], [1.91, 2.45, -0.64], [2.76, 2.96, 2.00], [3.35, 1.34, 1.74], [4.03, 2.90, -0.63], [5.12, 2.18, 0.54], [4.52, 3.80, 0.80], [0.00, 0.66, 1.94], [0.00, -1.07, 1.61], [-2.57, -1.22, -0.92], [-3.32, -1.00, 1.06], [-6.50, 0.46, -0.78], [-5.11, -0.12, -0.77], [-5.17, -1.40, -0.58], [-4.20, -2.13, -0.51], [-6.65, -1.82, -0.43], [-7.03, -2.93, -0.23], [-7.37, -0.72, -0.56], [-6.65, 1.46, 0.26], [-6.99, 2.63, -0.29], [-7.19, 3.65, 0.29], [-7.08, 2.40, -1.82], [-7.35, 3.22, -2.65], [-6.78, 1.12, -2.05]]
}